Record 1
C20H50Br15N9O8P2 | ωB97M-V/def2-TZVPD

Computed properties:
Frontier orbital gap, eV: 8.049
HOMO level, eV: -8.6

Last column: Löwdin charge in e.
Geometry (Å):
1 Br -3.68 1.82 0.66  0.60
2 Br 6.34 -0.27 0.13  0.57
3 Br -1.74 -4.43 1.83  0.57
4 Br -6.17 3.21 2.19  0.54
5 Br -3.20 4.45 2.33  0.60
6 Br 3.17 0.00 0.73  0.67
7 Br -4.67 -0.06 -5.88  0.62
8 Br 3.55 -2.97 -5.84  0.54
9 Br -2.74 -0.46 -8.38  0.54
10 Br 4.14 -1.29 -2.01  0.63
11 Br -1.99 -6.93 -0.16  0.56
12 Br 2.16 -3.59 -8.58  0.54
13 Br -1.80 1.38 -5.92  0.62
14 Br 0.95 -5.94 0.50  0.56
15 Br 0.89 -4.82 -6.00  0.64
16 P 1.40 2.46 5.67  0.51
17 P -1.11 -0.15 -2.14  0.54
18 O 2.48 -2.87 1.94  -0.01
19 O 1.84 2.41 7.08  -0.29
20 O -1.59 1.25 -2.21  -0.30
21 O -4.34 -5.01 -7.02  0.08
22 O -0.85 6.31 -0.22  0.06
23 O -4.61 -3.59 -5.42  0.04
24 O 1.61 -4.11 3.45  0.04
25 O 0.00 4.92 1.15  0.02
26 N -3.94 -4.33 -6.09  -0.44
27 N -0.02 3.33 5.37  -0.29
28 N -0.47 5.20 0.07  -0.46
29 N -0.32 -0.55 -0.68  -0.28
30 N -2.21 -1.42 -2.23  -0.28
31 N 2.55 3.22 4.73  -0.30
32 N 2.56 -3.56 2.94  -0.44
33 N 0.02 -0.51 -3.32  -0.30
34 N 1.11 0.97 5.00  -0.29
35 C -2.98 -1.87 -1.07  -0.10
36 C -3.30 0.82 -7.01  -1.51
37 C -2.99 -1.43 -3.50  -0.17
38 C -1.24 2.94 6.07  -0.11
39 C 2.05 -0.09 5.31  -0.11
40 C 0.15 -1.84 -3.95  -0.12
41 C 0.11 4.78 5.28  -0.12
42 C 0.48 -1.74 -0.44  -0.13
43 C 1.01 0.47 -3.80  -0.11
44 C 4.58 -1.05 -0.18  -1.56
45 C 2.74 3.08 3.28  -0.09
46 C -4.48 3.52 1.22  -1.55
47 C -0.08 0.53 0.24  -0.18
48 C -0.93 4.08 -0.81  0.03
49 C -2.45 -4.20 -6.00  -0.01
50 C -0.93 -5.37 0.29  -1.55
51 C 3.83 -3.55 3.70  0.05
52 C 1.78 -3.26 -6.68  -1.56
53 C 3.35 4.26 5.36  -0.13
54 C 0.54 0.83 3.68  -0.14
55 H 3.19 2.13 3.01  0.04
56 H 0.03 0.17 1.26  0.05
57 H 1.62 -1.06 5.07  0.08
58 H 0.33 -1.85 0.64  0.07
59 H 4.40 4.24 5.06  0.08
60 H -2.35 -1.26 -4.36  0.01
61 H -0.20 1.60 3.45  0.08
62 H -3.36 -1.05 -0.47  0.05
63 H -0.62 3.12 -0.42  0.05
64 H 0.60 1.47 -3.67  0.07
65 H -0.92 1.23 0.23  0.01
66 H 3.43 4.08 6.44  0.07
67 H 1.17 -2.38 -6.61  -0.03
68 H -0.46 4.26 -1.77  0.10
69 H 1.97 0.31 -3.31  0.04
70 H 4.66 -3.93 3.11  0.10
71 H -1.24 3.05 7.16  0.09
72 H 1.78 3.34 2.81  0.07
73 H -2.39 -2.53 -0.43  0.03
74 H -0.52 -1.91 -4.80  0.06
75 H 1.31 0.82 2.89  0.02
76 H 0.81 1.13 0.01  0.04
77 H -2.01 4.11 -0.92  0.08
78 H 2.95 5.27 5.28  0.07
79 H 4.62 -2.04 0.26  -0.04
80 H 0.86 5.17 4.60  0.07
81 H 3.66 -4.19 4.56  0.10
82 H -1.45 1.88 5.88  0.08
83 H -3.64 -0.55 -3.46  0.02
84 H -2.06 -4.55 -5.04  0.08
85 H 3.47 3.83 2.98  0.08
86 H -3.77 1.67 -7.49  -0.02
87 H -2.35 -3.12 -6.10  0.07
88 H 0.10 -2.63 -0.95  0.06
89 H -0.84 5.23 4.97  0.07
90 H 1.20 -1.93 -4.25  0.04
91 H 3.03 0.14 4.84  0.08
92 H -4.66 4.05 0.29  -0.02
93 H 2.43 -0.11 6.34  0.08
94 H 0.31 5.27 6.24  0.09
95 H 0.10 -2.63 -3.20  0.07
96 H 4.09 -2.54 4.03  0.10
97 H 0.00 -0.11 3.64  0.09
98 H -3.78 -2.55 -1.36  0.09
99 H -1.91 -4.70 -6.79  0.05
100 H -3.62 -2.30 -3.60  0.06
101 H 1.03 0.34 -4.88  0.07
102 H -1.03 -4.74 -0.59  -0.06
103 H 1.50 -1.69 -0.79  0.01
104 H -2.04 3.46 5.54  0.07


Record 2
C20H50Br2N2O8 | ωB97M-V/def2-TZVPD

Computed properties:
Frontier orbital gap, eV: 9.808
HOMO level, eV: -9.7

Last column: Löwdin charge in e.
Geometry (Å):
1 Br -2.64 -2.31 2.19  0.64
2 Br 0.41 1.07 1.02  0.77
3 O 3.84 0.89 -1.98  0.01
4 O -4.66 2.57 2.84  0.08
5 O 1.63 -2.33 -1.23  -0.17
6 O -4.71 4.21 1.43  0.05
7 O 3.57 2.97 -1.25  0.08
8 O 0.19 4.57 -2.13  -0.16
9 O 2.48 1.16 5.92  -0.13
10 O -3.47 -4.52 -3.34  -0.18
11 N 3.16 1.93 -1.69  -0.39
12 N -4.25 3.14 1.86  -0.43
13 C -1.21 -0.96 2.26  -0.69
14 C -4.77 -5.49 -5.25  -0.06
15 C 0.29 4.75 0.20  -0.08
16 C 0.18 4.24 -4.54  -0.08
17 C -0.71 4.49 -3.32  -0.23
18 C 2.08 -0.44 4.46  -0.08
19 C 2.56 -1.53 -0.55  -0.32
20 C 2.12 -3.45 -2.01  -0.22
21 C -0.62 4.67 -0.98  -0.32
22 C 3.04 0.02 5.49  -0.35
23 C -0.71 -0.57 0.87  -0.62
24 C -3.60 -5.67 -4.18  -0.24
25 C 1.68 1.87 -2.06  0.02
26 C 2.68 -1.85 0.91  -0.08
27 C -2.65 -4.58 -2.20  -0.31
28 C 2.41 2.92 7.36  -0.11
29 C 1.21 -3.59 -3.24  -0.07
30 C 2.99 1.64 7.16  -0.32
31 C -2.61 -3.18 -1.71  -0.09
32 C -3.23 2.42 1.03  0.05
33 H 3.04 3.69 6.91  0.08
34 H -0.11 4.40 -5.58  0.08
35 H 2.01 -4.32 -1.37  0.11
36 H 2.37 -1.35 3.93  0.07
37 H 3.26 -1.09 1.44  0.08
38 H -4.58 -4.66 -5.93  0.07
39 H -1.30 5.53 -1.03  0.12
40 H 2.25 -0.49 -0.64  0.05
41 H 1.54 -4.30 -4.00  0.07
42 H 0.52 3.69 0.32  -0.01
43 H -3.89 -6.55 -3.61  0.10
44 H 2.28 3.15 8.42  0.08
45 H -5.77 -5.45 -4.82  0.07
46 H 4.01 0.26 5.05  0.13
47 H -3.77 2.01 0.18  0.11
48 H 0.71 3.29 -4.55  0.05
49 H -3.65 -2.98 -1.45  0.09
50 H 0.95 4.98 -4.33  0.08
51 H -1.54 -0.05 2.75  0.04
52 H -2.62 -5.84 -4.62  0.11
53 H 1.40 2.97 6.96  0.09
54 H -1.28 5.40 -3.50  0.12
55 H 2.72 1.10 8.07  0.12
56 H -4.70 -6.45 -5.77  0.06
57 H 0.99 2.45 -1.43  0.03
58 H 1.75 2.33 -3.05  0.08
59 H -0.31 -1.31 2.76  0.04
60 H -0.17 -1.39 0.40  0.04
61 H 1.21 -2.68 -3.84  0.08
62 H -1.98 -3.23 -0.83  0.05
63 H 1.20 -0.66 5.06  0.09
64 H -1.66 -5.01 -2.37  0.10
65 H 3.13 -2.82 1.13  0.08
66 H -0.11 5.14 1.13  0.08
67 H 1.20 5.35 0.13  0.09
68 H -1.27 3.81 -0.81  0.09
69 H 1.35 0.83 -2.05  0.08
70 H 3.13 -3.33 -2.41  0.12
71 H -1.58 -0.29 0.27  0.05
72 H -2.57 3.18 0.60  0.07
73 H -2.64 1.67 1.55  0.06
74 H 3.57 -1.57 -0.97  0.12
75 H 1.86 0.26 3.65  0.05
76 H 1.69 -1.85 1.38  0.04
77 H -1.44 3.68 -3.33  0.11
78 H 3.08 -0.68 6.32  0.13
79 H -2.09 -2.44 -2.32  0.08
80 H 0.19 -3.88 -3.01  0.05
81 H 4.06 1.67 7.33  0.13
82 H -3.15 -5.25 -1.50  0.12


Record 3
C20H50BrN5O2P | ωB97M-V/def2-TZVPD

Computed properties:
Net charge: +1
Frontier orbital gap, eV: 8.653
HOMO level, eV: -11.1

Last column: Löwdin charge in e.
Geometry (Å):
1 Br 4.34 -2.05 0.90  0.85
2 P 0.50 0.06 -0.47  1.11
3 O -3.85 1.54 -6.27  -0.19
4 O -2.11 0.50 7.05  -0.19
5 N 1.99 -1.01 -0.36  -0.36
6 N 2.95 -0.52 -1.38  -0.04
7 N -0.11 -3.38 0.42  0.19
8 N 0.36 0.13 5.63  0.04
9 N -2.52 3.85 -5.20  0.05
10 C 3.06 0.93 -1.55  -0.27
11 C -0.21 -0.04 -2.16  -0.38
12 C -0.65 1.36 -2.64  -0.14
13 C -0.87 0.75 7.70  -0.21
14 C 0.39 -1.48 7.46  -0.07
15 C 1.75 -2.43 -0.85  -0.12
16 C -1.88 3.71 -7.55  -0.07
17 C -2.77 -0.68 7.45  -0.10
18 C 2.74 -0.91 0.92  -0.60
19 C -4.44 1.71 -7.55  -0.10
20 C 2.76 -1.34 3.46  -0.12
21 C 0.33 0.00 7.09  -0.42
22 C 1.94 -4.50 0.73  -0.04
23 C 4.47 1.19 -2.14  -0.05
24 C -2.45 1.59 -6.23  -0.22
25 C 1.93 -1.11 2.20  -0.29
26 C -1.85 3.01 -6.20  -0.44
27 C 1.11 -3.40 0.12  -0.42
28 C -2.19 -0.58 0.19  -0.13
29 C -0.80 -0.25 0.79  -0.39
30 H 1.16 -1.87 2.15  0.09
31 H -0.99 -0.78 -2.31  0.07
32 H -2.80 -0.96 1.00  0.08
33 H 1.37 -1.88 7.23  0.07
34 H -0.96 0.55 8.77  0.12
35 H 2.10 -1.04 4.28  0.05
36 H -2.67 0.30 -0.23  0.08
37 H 3.64 -0.71 3.49  0.07
38 H 3.17 0.07 1.00  0.09
39 H 2.77 -4.72 0.07  0.07
40 H -3.82 1.26 -8.33  0.09
41 H -0.60 -1.02 1.52  0.05
42 H -0.56 -0.14 5.28  0.07
43 H 3.03 1.48 -0.63  0.09
44 H -0.92 0.67 1.34  0.07
45 H -2.16 1.08 -5.30  0.10
46 H 2.97 -2.39 3.57  0.06
47 H 4.42 1.97 -2.89  0.08
48 H -2.02 1.00 -7.05  0.12
49 H -0.70 1.82 7.58  0.12
50 H 2.29 -4.24 1.72  0.07
51 H -3.84 -0.54 7.28  0.09
52 H 1.23 0.47 7.49  0.14
53 H 1.41 -0.17 2.38  0.10
54 H -0.58 -2.62 -0.09  0.03
55 H -1.53 3.05 -8.34  0.08
56 H 4.82 0.30 -2.64  0.07
57 H -2.12 -1.38 -0.53  0.05
58 H -3.52 3.80 -5.38  0.07
59 H 5.17 1.48 -1.38  0.07
60 H -5.40 1.20 -7.54  0.09
61 H 1.32 -5.38 0.73  0.09
62 H 1.10 -2.37 -1.72  0.12
63 H -0.32 2.12 -1.95  0.06
64 H -0.34 -2.07 6.90  0.06
65 H -1.23 4.59 -7.53  0.08
66 H -2.46 -1.54 6.85  0.07
67 H -1.72 1.37 -2.81  0.07
68 H 0.21 -1.62 8.52  0.08
69 H -0.19 1.54 -3.60  0.06
70 H -2.88 4.07 -7.81  0.07
71 H -2.62 -0.90 8.51  0.09
72 H -0.80 2.91 -5.90  0.13
73 H 2.67 -2.85 -1.22  0.10
74 H -2.42 3.43 -4.28  0.05
75 H 2.66 -0.91 -2.27  0.12
76 H 0.59 -0.35 -2.82  0.07
77 H 0.42 1.12 5.39  0.08
78 H 2.37 1.35 -2.27  0.09
79 H -4.61 2.76 -7.77  0.08


Record 4
C20H50FN4O9P2 | ωB97M-V/def2-TZVPD

Computed properties:
ΔE to the lowest compared entry with this formula, charge and spin, kcal per mole: 46.1
Net charge: +1
Frontier orbital gap, eV: 8.809
HOMO level, eV: -11.2

Last column: Löwdin charge in e.
Geometry (Å):
1 P 6.25 1.35 -4.00  0.66
2 P 0.78 0.63 1.00  0.63
3 F -3.72 -3.93 1.90  0.04
4 O 7.38 2.41 -4.54  -0.22
5 O 4.95 1.74 -4.94  -0.26
6 O -5.46 0.52 3.45  -0.08
7 O 6.68 0.20 -5.11  -0.24
8 O -0.71 0.81 0.90  -0.24
9 O 0.85 -0.94 0.51  -0.24
10 O 1.30 1.43 -0.34  -0.22
11 O 2.28 0.51 1.67  -0.23
12 O 5.77 2.08 -2.77  -0.23
13 N -8.06 -2.53 3.89  0.08
14 N -4.77 -2.26 3.11  -0.01
15 N -9.48 -0.63 4.25  0.07
16 N -7.96 -0.62 2.51  0.10
17 C -8.11 -1.05 3.89  -0.65
18 C 3.28 -0.44 1.26  -0.26
19 C -5.68 -0.33 4.55  -0.28
20 C 3.69 -0.36 -0.19  -0.07
21 C 6.30 0.23 -6.50  -0.26
22 C 9.50 1.23 -4.18  -0.08
23 C 1.28 2.86 -0.34  -0.27
24 C -4.51 0.15 2.47  -0.15
25 C -0.30 -1.76 0.51  -0.30
26 C 2.35 3.45 0.56  -0.07
27 C 3.71 2.17 -4.37  -0.28
28 C 3.63 3.68 -4.31  -0.07
29 C 8.65 2.46 -3.88  -0.28
30 C 6.74 1.45 -7.27  -0.07
31 C -5.14 -1.79 4.47  -0.06
32 C -3.81 -1.22 2.60  -0.07
33 C -4.87 -4.69 3.79  0.01
34 C -4.04 -3.56 3.18  -0.31
35 C -7.18 -0.39 4.94  -0.06
36 C -0.96 -1.77 -0.86  -0.07
37 H 3.55 1.72 -3.39  0.10
38 H 9.58 1.07 -5.26  0.08
39 H -7.20 -1.03 5.83  0.13
40 H 4.53 4.12 -3.88  0.08
41 H 10.50 1.35 -3.77  0.08
42 H -1.08 -0.77 -1.26  0.08
43 H -7.56 0.58 5.28  0.13
44 H 9.06 0.33 -3.75  0.07
45 H 3.33 3.03 0.32  0.08
46 H -5.91 -4.40 4.01  0.07
47 H -0.34 -2.32 -1.57  0.08
48 H -5.59 -2.37 2.50  0.19
49 H 1.45 3.18 -1.37  0.11
50 H -5.19 0.13 5.43  0.16
51 H 2.92 1.79 -5.02  0.12
52 H 0.02 -2.78 0.76  0.12
53 H 0.29 3.21 -0.04  0.11
54 H -3.08 -3.43 3.69  0.17
55 H 3.54 4.10 -5.31  0.08
56 H 4.00 0.66 -0.46  0.07
57 H 2.89 -0.64 -0.87  0.07
58 H -8.62 -2.90 4.65  0.09
59 H -7.07 -0.93 2.11  0.05
60 H -4.21 -1.83 5.06  0.15
61 H 2.97 -1.45 1.52  0.11
62 H -1.00 -1.45 1.28  0.07
63 H 4.53 -1.03 -0.38  0.09
64 H 8.50 2.57 -2.80  0.11
65 H -5.01 0.18 1.48  0.13
66 H 2.16 3.22 1.61  0.07
67 H 4.15 -0.22 1.87  0.12
68 H -9.71 -1.03 5.15  0.08
69 H -3.45 -1.49 1.60  0.14
70 H -10.13 -0.93 3.54  0.08
71 H 6.78 -0.64 -6.95  0.12
72 H 7.81 1.62 -7.17  0.07
73 H 2.40 4.53 0.44  0.08
74 H -5.81 -2.48 4.99  0.11
75 H -2.94 -1.11 3.25  0.15
76 H -8.54 -2.81 3.04  0.09
77 H 6.50 1.32 -8.33  0.08
78 H -7.98 0.39 2.44  0.10
79 H 6.24 2.36 -6.93  0.07
80 H -3.72 0.92 2.41  0.14
81 H -4.92 -5.54 3.10  0.10
82 H 5.23 0.07 -6.60  0.11
83 H -1.94 -2.25 -0.82  0.07
84 H -4.45 -5.07 4.73  0.10
85 H 9.16 3.35 -4.23  0.12
86 H 2.77 4.00 -3.72  0.07


Record 5
C20H51AlBaN4O10 | ωB97M-V/def2-TZVPD

Computed properties:
ΔE to the lowest compared entry with this formula, charge and spin, kcal per mole: 0.0
Net charge: +4
Frontier orbital gap, eV: 2.615
HOMO level, eV: -17.9

Last column: Löwdin charge in e.
Geometry (Å):
1 Ba 3.58 -2.34 3.02  2.00
2 Al -0.83 1.84 -1.05  1.48
3 O 1.05 0.65 0.90  -0.02
4 O -1.59 -0.66 -1.29  -0.25
5 O 4.08 -3.66 5.57  -0.37
6 O 0.39 2.10 -3.71  -0.28
7 O -2.87 3.23 -1.53  -0.30
8 O -1.03 -5.21 4.53  -0.19
9 O 1.10 -0.26 -2.02  -0.12
10 O 0.24 3.81 0.71  -0.23
11 O 2.16 -1.20 0.63  -0.11
12 O 1.71 -0.53 2.61  -0.20
13 N -2.27 0.98 -3.36  0.01
14 N -0.37 4.46 -2.13  0.02
15 N 1.60 -0.36 1.38  -0.57
16 N 1.45 -3.78 4.22  -0.20
17 C -0.72 5.26 -0.96  -0.17
18 C -0.93 -1.72 -0.61  -0.08
19 C 2.18 -0.65 -4.17  -0.04
20 C 1.69 -4.02 5.68  -0.18
21 C 0.08 -3.19 3.98  -0.16
22 C 0.30 5.10 0.17  -0.19
23 C 3.04 -4.59 5.93  -0.20
24 C -0.85 -4.30 3.50  -0.26
25 C -0.30 1.46 -4.78  -0.21
26 C 5.22 -3.73 6.46  -0.05
27 C 1.01 3.69 1.92  -0.04
28 C -2.87 4.33 -2.43  -0.19
29 C -4.24 2.99 -1.07  0.00
30 C 1.31 3.04 -4.28  -0.06
31 C -1.30 0.42 -4.33  -0.14
32 C -3.22 -0.05 -2.98  -0.16
33 C -2.64 -1.14 -2.11  -0.16
34 C 2.34 -0.08 -2.75  -0.23
35 C -1.74 -6.40 4.14  -0.05
36 C -1.51 4.51 -3.07  -0.17
37 H -0.71 -0.46 -4.04  0.12
38 H 2.53 0.99 -2.87  0.10
39 H -2.82 1.66 -3.88  0.14
40 H -3.98 0.50 -2.40  0.11
41 H 1.26 -1.04 -1.47  0.05
42 H 3.17 -4.82 6.99  0.14
43 H 2.03 4.01 1.72  0.11
44 H 3.14 -1.15 -4.37  0.10
45 H 3.27 -5.54 5.44  0.14
46 H 5.33 -4.69 6.95  0.11
47 H -3.45 -1.59 -1.53  0.15
48 H 2.09 0.17 -4.87  0.06
49 H -0.91 2.25 -5.24  0.13
50 H -1.38 3.74 -3.83  0.09
51 H -0.43 -4.75 2.58  0.13
52 H -4.80 3.91 -0.92  0.12
53 H 1.34 5.31 -0.12  0.15
54 H -4.73 2.36 -1.80  0.09
55 H 1.05 2.67 2.29  0.08
56 H 0.88 3.58 -5.12  0.12
57 H 0.84 -4.68 5.92  0.13
58 H -1.91 0.17 -5.20  0.16
59 H -4.14 2.46 -0.12  0.11
60 H -1.46 5.41 -3.70  0.17
61 H -2.29 -1.97 -2.74  0.15
62 H -0.80 6.32 -1.24  0.17
63 H -0.60 -2.53 -1.26  0.13
64 H 2.19 2.51 -4.65  0.11
65 H -1.28 -6.94 3.32  0.10
66 H 1.48 -3.13 6.29  0.14
67 H 5.17 -2.91 7.18  0.11
68 H 1.36 -4.73 3.87  0.10
69 H 3.23 -0.44 -2.24  0.12
70 H 0.58 4.35 2.67  0.12
71 H 1.41 -1.41 -4.30  0.09
72 H -2.77 -6.07 3.93  0.10
73 H 0.01 5.87 0.89  0.15
74 H -3.90 -0.38 -3.77  0.16
75 H 0.20 -2.58 3.08  0.08
76 H -1.87 -6.96 5.06  0.10
77 H -1.67 4.96 -0.52  0.12
78 H 6.11 -3.54 5.87  0.09
79 H 0.33 1.05 -5.57  0.14
80 H -0.26 -2.77 4.91  0.14
81 H -3.10 5.27 -1.92  0.14
82 H 0.36 4.98 -2.61  0.14
83 H -1.52 -2.12 0.22  0.12
84 H -1.81 -3.87 3.18  0.13
85 H -0.10 -1.35 -0.02  0.05
86 H -3.58 4.20 -3.25  0.16
87 H 1.68 3.72 -3.51  0.09


LUMO energy? In order: -0.596 0.066 -2.458 -2.432 -15.329 eV.